DFT (ωB97M-V with the def2-TZVPD basis set) results for C31H29BrN2OPPdS as an isolated structure.

- Total charge: +3
- HOMO: -16.52 eV
- HOMO-LUMO gap: 5.94 eV
- E_LUMO: -10.6 eV
- Multiplicity: 1

Geometry (Å):
Pd  0.694  0.626  -0.314
Br  3.335  0.457  -0.598
C  3.502  0.452  1.308
C  4.764  0.437  1.818
C  4.941  0.388  3.215
C  3.853  0.337  4.035
C  2.534  0.349  3.519
C  1.419  0.275  4.389
C  0.144  0.279  3.913
C  -0.087  0.385  2.518
C  0.983  0.464  1.707
C  2.338  0.428  2.105
H  5.625  0.455  1.162
H  5.942  0.381  3.622
H  3.979  0.283  5.109
H  1.603  0.208  5.454
H  -0.704  0.210  4.580
H  -1.103  0.399  2.154
N  -1.732  2.300  0.206
P  -1.553  0.826  -0.544
C  -1.601  0.887  -2.320
C  -0.433  1.101  -3.063
C  -0.496  1.225  -4.438
C  -1.730  1.149  -5.076
C  -2.895  0.945  -4.346
C  -2.839  0.808  -2.969
C  -2.745  -0.286  0.101
C  -3.004  -1.468  -0.614
C  -3.969  -2.342  -0.155
C  -4.684  -2.046  1.003
C  -4.436  -0.874  1.710
C  -3.465  0.006  1.269
C  -0.657  3.184  0.206
C  -0.829  4.545  0.405
C  0.285  5.357  0.419
C  1.547  4.798  0.227
C  1.647  3.446  0.027
N  0.560  2.637  0.019
H  -2.651  2.696  0.362
H  0.552  1.194  -2.598
H  0.404  1.388  -5.014
H  -1.782  1.252  -6.151
H  -3.850  0.892  -4.852
H  -3.750  0.642  -2.407
H  -2.477  -1.678  -1.538
H  -4.186  -3.247  -0.707
H  -5.447  -2.729  1.350
H  -5.008  -0.645  2.599
H  -3.290  0.919  1.824
H  -1.823  4.950  0.538
H  0.174  6.422  0.574
H  2.442  5.403  0.234
H  2.602  2.969  -0.120
O  0.654  -1.398  -0.322
S  0.554  -2.350  -1.568
C  -0.126  -3.877  -0.855
C  1.061  -4.770  -0.507
C  2.077  -4.550  -1.623
C  2.225  -3.036  -1.759
H  -0.756  -4.311  -1.633
H  -0.750  -3.563  -0.019
H  0.743  -5.809  -0.443
H  1.479  -4.486  0.460
H  1.722  -4.986  -2.559
H  3.045  -4.998  -1.404
H  2.648  -2.695  -2.701
H  2.781  -2.608  -0.921

---

DFT (ωB97M-V with the def2-TZVPD basis set) results for C31H29CaN4P2S4Se2 as an isolated structure.

- Total charge: -1
- HOMO: -4.08 eV
- HOMO-LUMO gap: 6.19 eV
- E_LUMO: 2.1 eV
- Multiplicity: 1

Geometry (Å):
Ca  -0.026  0.593  -0.214
S  -0.946  2.937  -1.345
S  0.341  2.330  -2.869
S  2.259  2.480  -2.152
S  2.603  0.839  -0.925
Se  -6.057  3.532  2.889
P  -5.645  2.421  1.151
C  -5.518  3.469  -0.317
C  -6.631  4.205  -0.727
C  -6.520  5.096  -1.780
C  -5.294  5.278  -2.413
C  -4.182  4.567  -1.994
C  -4.293  3.660  -0.949
C  -6.982  1.212  0.864
C  -7.322  0.392  1.942
C  -8.343  -0.533  1.822
C  -9.044  -0.648  0.626
C  -8.721  0.172  -0.442
C  -7.695  1.103  -0.322
C  -4.113  1.469  1.190
C  -3.379  0.670  0.303
N  -2.206  0.417  0.915
N  -2.219  0.997  2.104
N  -3.354  1.626  2.296
P  -3.564  -0.142  -1.289
Se  -1.788  -1.149  -1.914
C  -4.137  0.984  -2.583
C  -5.496  1.211  -2.772
C  -5.925  2.072  -3.768
C  -4.993  2.705  -4.580
C  -3.637  2.472  -4.399
C  -3.203  1.609  -3.403
C  -4.908  -1.351  -1.104
C  -5.316  -2.054  -2.239
C  -6.275  -3.044  -2.136
C  -6.830  -3.349  -0.897
C  -6.428  -2.655  0.231
C  -5.468  -1.654  0.129
H  -7.572  4.099  -0.200
H  -7.386  5.664  -2.097
H  -5.209  5.985  -3.230
H  -3.216  4.702  -2.464
H  -3.410  3.115  -0.637
H  -6.789  0.505  2.879
H  -8.600  -1.163  2.665
H  -9.845  -1.371  0.533
H  -9.269  0.094  -1.373
H  -7.460  1.752  -1.155
H  -6.217  0.697  -2.153
H  -6.984  2.251  -3.910
H  -5.326  3.383  -5.356
H  -2.908  2.966  -5.028
H  -2.146  1.426  -3.252
H  -4.869  -1.826  -3.200
H  -6.588  -3.584  -3.020
H  -7.579  -4.127  -0.816
H  -6.864  -2.881  1.196
H  -5.165  -1.102  1.010
C  -1.450  -4.450  1.436
C  -1.228  -3.251  2.367
C  -2.554  -2.525  2.627
C  -0.571  -3.683  3.681
C  -0.347  -2.300  1.674
N  0.264  -1.529  1.087
H  -2.136  -5.149  1.919
H  -0.513  -4.968  1.229
H  -1.886  -4.126  0.491
H  -3.235  -3.209  3.140
H  -3.005  -2.217  1.685
H  -2.409  -1.634  3.238
H  -1.232  -4.384  4.192
H  -0.404  -2.826  4.333
H  0.385  -4.176  3.501

---

DFT (ωB97M-V with the def2-TZVPD basis set) results for C31H29F9OPdSbSi as an isolated structure.

- Total charge: -1
- HOMO: -4.62 eV
- HOMO-LUMO gap: 7.24 eV
- E_LUMO: 2.6 eV
- Multiplicity: 1

Geometry (Å):
Pd  1.004  -0.074  -1.781
C  0.308  0.532  5.810
C  0.141  -0.806  5.467
C  0.070  -1.180  4.136
C  0.161  -0.231  3.116
C  0.328  1.102  3.477
C  0.404  1.487  4.813
Sb  0.067  -0.698  0.997
C  -1.693  -1.926  1.182
C  -2.613  -1.733  2.209
C  -3.776  -2.490  2.283
C  -4.039  -3.460  1.328
C  -3.141  -3.650  0.287
C  -1.990  -2.881  0.210
C  1.501  -2.310  1.225
C  1.462  -3.464  0.448
C  2.430  -4.451  0.576
C  3.471  -4.293  1.478
C  3.539  -3.135  2.240
C  2.566  -2.157  2.110
H  0.366  0.823  6.851
H  0.067  -1.558  6.244
H  -0.052  -2.228  3.885
H  0.407  1.864  2.707
H  0.538  2.531  5.068
H  -2.430  -0.986  2.973
H  -4.475  -2.319  3.093
H  -4.944  -4.052  1.384
H  -3.343  -4.388  -0.480
H  -1.343  -3.005  -0.650
H  0.685  -3.606  -0.292
H  2.376  -5.337  -0.045
H  4.228  -5.060  1.579
H  4.359  -2.988  2.932
H  2.648  -1.260  2.714
F  3.616  -0.851  -0.777
C  2.901  -0.710  -1.942
F  2.711  -2.021  -2.365
F  3.825  -0.219  -2.821
C  -3.392  -0.334  -2.097
C  -2.018  0.002  -2.691
O  -1.058  -0.077  -1.728
C  -1.728  -1.004  -3.830
F  -0.520  -0.871  -4.381
F  -2.629  -0.921  -4.837
F  -1.799  -2.267  -3.360
C  -2.103  1.435  -3.276
F  -1.056  1.757  -4.052
F  -2.158  2.330  -2.284
F  -3.213  1.632  -4.030
H  -3.340  -1.315  -1.633
H  -4.191  -0.321  -2.836
H  -3.611  0.395  -1.317
C  2.493  2.434  -3.575
Si  1.810  2.021  -1.863
C  3.223  2.212  -0.622
C  0.566  3.354  -1.390
C  -0.287  3.182  -0.297
C  -1.183  4.166  0.089
C  -1.250  5.357  -0.622
C  -0.414  5.553  -1.710
C  0.481  4.559  -2.089
H  3.359  3.100  -3.507
H  1.741  2.920  -4.201
H  2.809  1.526  -4.080
H  3.745  3.160  -0.790
H  3.935  1.397  -0.705
H  2.844  2.222  0.403
H  -0.264  2.245  0.251
H  -1.838  4.000  0.937
H  -1.961  6.123  -0.337
H  -0.461  6.480  -2.269
H  1.126  4.736  -2.942

---

DFT (ωB97M-V with the def2-TZVPD basis set) results for C31H29I2N10O9P2SZr as an isolated structure.

- Total charge: +1
- HOMO: -10.32 eV
- HOMO-LUMO gap: 7.57 eV
- E_LUMO: -2.8 eV
- Multiplicity: 1

Geometry (Å):
Zr  1.206  0.386  0.382
C  1.695  6.305  -0.029
C  1.452  6.171  -1.388
C  0.802  5.039  -1.859
C  0.408  4.071  -0.956
C  0.626  4.189  0.401
C  1.287  5.317  0.858
N  -0.307  2.892  -1.486
N  0.469  1.734  -1.299
C  0.206  0.731  -2.195
C  -0.243  0.836  -3.519
C  -0.312  -0.308  -4.277
C  0.064  -1.534  -3.731
C  0.483  -1.558  -2.424
N  0.527  -0.458  -1.656
H  2.205  7.184  0.342
H  1.762  6.940  -2.080
H  0.619  4.916  -2.922
H  0.283  3.428  1.089
H  1.485  5.419  1.916
H  -0.518  1.786  -3.961
H  -0.649  -0.251  -5.303
H  0.039  -2.444  -4.308
H  0.783  -2.481  -1.955
O  4.101  -0.961  3.161
P  3.581  0.463  2.678
O  3.838  1.555  3.609
O  2.127  0.204  2.225
O  4.407  0.640  1.257
P  3.673  1.455  0.083
O  4.791  2.295  -0.609
O  2.556  2.255  0.693
O  2.991  0.437  -0.819
H  4.935  -0.879  3.641
H  5.610  1.822  -0.805
N  -0.593  2.970  7.453
C  -0.692  2.354  6.246
C  0.362  2.423  5.321
C  0.258  1.810  4.094
C  -0.899  1.103  3.774
C  -1.959  1.028  4.676
C  -1.857  1.649  5.898
S  -1.118  0.384  2.207
O  -2.513  0.218  1.974
O  -0.420  1.353  1.268
N  -0.247  -0.936  1.830
C  0.201  -1.703  2.869
N  1.195  -2.546  2.568
C  1.693  -3.313  3.532
C  1.197  -3.265  4.817
C  0.139  -2.390  5.026
N  -0.372  -1.633  4.068
H  0.245  3.456  7.714
H  -1.324  2.891  8.134
H  1.267  2.961  5.570
H  1.086  1.879  3.403
H  -2.851  0.481  4.408
H  -2.679  1.597  6.600
H  2.499  -3.977  3.240
H  1.600  -3.880  5.606
H  -0.325  -2.298  6.001
N  -4.257  0.268  -1.264
C  -3.569  1.426  -0.975
C  -4.336  2.494  -0.464
C  -3.757  3.720  -0.290
C  -2.409  3.899  -0.600
C  -1.759  2.774  -1.045
N  -2.269  1.575  -1.247
C  -3.884  -1.082  -1.399
C  -4.863  -1.930  -1.933
C  -4.616  -3.283  -1.957
C  -3.411  -3.753  -1.455
C  -2.501  -2.822  -0.995
N  -2.711  -1.504  -0.978
H  -5.253  0.381  -1.176
H  -5.378  2.336  -0.222
H  -4.336  4.551  0.089
H  -1.926  4.853  -0.479
H  -0.360  3.066  -2.495
H  -5.789  -1.522  -2.314
H  -5.354  -3.965  -2.360
H  -3.183  -4.808  -1.423
H  -1.549  -3.145  -0.594
I  2.402  -2.379  0.456
I  3.864  -2.517  -1.894

---

DFT (ωB97M-V with the def2-TZVPD basis set) results for C31H29MoN6STe as an isolated structure.

- Total charge: +3
- HOMO (spin up / spin down): -15.76 / -15.69 eV
- HOMO-LUMO gap (spin up / spin down): 6.76 / 6.27 eV
- Expectation value of S²: 2.0765
- E_LUMO (spin up / spin down): -9.0 / -9.4 eV
- Multiplicity: 3

Geometry (Å):
Mo  0.067  -0.188  0.249
C  0.815  -2.627  1.845
N  1.452  -1.302  1.575
C  2.761  -1.532  0.899
C  2.652  -1.538  -0.603
C  3.668  -2.045  -1.387
C  3.681  -1.765  -2.748
C  2.676  -0.977  -3.282
C  1.650  -0.562  -2.455
N  1.622  -0.851  -1.143
C  1.632  -0.543  2.852
C  0.523  0.435  3.166
C  0.338  0.882  4.460
C  -0.612  1.861  4.711
C  -1.355  2.366  3.654
C  -1.131  1.864  2.389
N  -0.209  0.917  2.142
C  -0.620  -2.430  2.219
C  -1.283  -3.221  3.136
C  -2.632  -2.992  3.370
C  -3.270  -1.966  2.689
C  -2.544  -1.212  1.791
N  -1.243  -1.440  1.551
H  0.867  -3.215  0.924
H  1.366  -3.155  2.626
H  3.426  -0.707  1.160
H  3.236  -2.443  1.269
H  4.465  -2.617  -0.931
H  4.478  -2.143  -3.375
H  2.659  -0.705  -4.328
H  0.820  0.011  -2.841
H  1.764  -1.234  3.687
H  2.560  0.029  2.781
H  0.936  0.474  5.265
H  -0.770  2.225  5.718
H  -2.104  3.130  3.804
H  -1.705  2.216  1.543
H  -0.753  -4.012  3.650
H  -3.176  -3.605  4.077
H  -4.318  -1.753  2.846
H  -3.005  -0.402  1.240
N  1.364  1.631  -0.108
C  0.588  2.775  -0.585
C  1.132  4.023  -0.705
C  0.362  5.088  -1.210
C  -0.931  4.873  -1.592
C  -1.513  3.589  -1.470
C  -2.849  3.322  -1.842
C  -3.347  2.057  -1.688
C  -2.522  1.058  -1.163
N  -1.260  1.253  -0.792
C  -0.744  2.524  -0.954
H  2.096  1.429  -0.788
H  1.847  1.906  0.746
H  2.164  4.197  -0.422
H  0.808  6.069  -1.301
H  -1.530  5.682  -1.991
H  -3.461  4.118  -2.247
H  -4.361  1.810  -1.965
H  -2.902  0.052  -1.055
Te  -1.259  -2.264  -1.132
C  -0.645  -2.333  -3.097
C  -1.047  -1.558  -4.159
C  -0.479  -1.975  -5.385
C  0.316  -3.078  -5.239
S  0.382  -3.608  -3.625
H  -1.745  -0.735  -4.072
H  -0.678  -1.508  -6.338
H  0.831  -3.624  -6.015

---

DFT (ωB97M-V with the def2-TZVPD basis set) results for C31H30Br2Cl2NO4PdS2 as an isolated structure.

- Total charge: -1
- HOMO: -4.97 eV
- HOMO-LUMO gap: 7.33 eV
- E_LUMO: 2.4 eV
- Multiplicity: 1

Geometry (Å):
Pd  -1.922  -0.866  0.966
O  4.435  -2.689  -3.656
S  3.822  -3.114  -2.350
C  2.242  -2.370  -2.374
C  2.140  -0.862  -2.058
C  0.636  -0.390  -1.934
C  -0.292  -1.549  -1.701
S  -0.415  -1.942  0.071
O  1.056  -2.143  0.493
C  -0.957  -3.624  -0.236
C  -0.118  -4.618  0.251
C  -0.525  -5.938  0.165
C  -1.817  -6.300  -0.260
C  -2.623  -5.257  -0.813
C  -2.205  -3.980  -0.806
C  4.727  -2.301  -0.948
C  5.947  -1.738  -1.203
C  6.776  -1.204  -0.202
C  6.193  -1.129  1.089
C  4.951  -1.677  1.319
C  4.203  -2.288  0.313
H  1.623  -2.958  -1.641
H  1.956  -2.645  -3.383
H  2.709  -0.326  -2.918
H  2.554  -0.738  -1.020
H  0.342  0.297  -2.737
H  0.520  0.378  -1.057
H  -0.098  -2.424  -2.313
H  -1.311  -1.233  -1.937
H  0.683  -4.152  0.817
H  0.127  -6.654  0.600
H  -2.088  -7.344  -0.244
H  -3.556  -5.549  -1.332
H  -2.793  -3.112  -1.219
H  6.159  -1.742  -2.268
H  7.836  -0.975  -0.440
H  6.828  -0.698  1.834
H  4.490  -1.583  2.305
H  3.286  -2.757  0.569
Br  -6.888  -2.728  1.560
C  -6.883  -1.431  0.056
Br  -8.501  -0.401  -0.040
H  -6.884  -2.059  -0.813
H  -6.049  -0.718  0.205
Cl  1.235  1.636  2.311
C  1.656  2.912  1.121
C  2.990  3.162  0.880
C  3.297  4.220  0.048
C  2.306  5.070  -0.376
C  0.983  4.810  -0.139
Cl  -0.239  5.748  -0.825
C  0.591  3.624  0.565
N  -0.697  3.186  0.727
C  -1.760  3.995  1.246
C  -1.474  5.182  1.886
C  -2.553  5.822  2.518
C  -3.840  5.212  2.504
C  -4.063  4.075  1.799
C  -3.084  3.463  1.027
C  -3.333  2.160  0.285
C  -4.314  1.140  0.854
O  -3.850  -0.058  1.068
O  -5.445  1.464  1.158
H  3.746  2.575  1.384
H  4.290  4.346  -0.316
H  2.552  5.931  -0.955
H  -0.675  2.230  1.213
H  -0.444  5.431  2.041
H  -2.419  6.732  3.079
H  -4.592  5.632  3.113
H  -5.056  3.649  1.770
H  -2.430  1.581  -0.021
H  -3.699  2.600  -0.673

---

What are the ΔE to the lowest compared entry with this formula, charge and spin values for these records? In order: 14.6, 2.6, 20.2, 0.0, 0.0, 122.4 kJ/mol.
What are the electronic energy values for these records? In order: -131266.0879, -249635.8250, -77021.2602, -112848.0698, -61520.6886, -232593.4505 eV.